Entry 1:
The following is a DFT calculation (the ωB97M-V functional and the def2-TZVPD basis) of C9H10I2O6RhSV as an isolated structure at a distorted geometry.

Summary:
highest occupied orbital energy (spin up / spin down): -23.70 / -23.61 eV
2S+1: 7
charge: +4
total energy: -2846.5858 Ha
<S²>: 12.040
LUMO (spin up / spin down): -16.01 / -18.91 eV

Structure (XYZ):
```
30
Properties=species:S:1:pos:R:3:lowdin_spin:R:1
I 3.80226 0.91532 0.30812 0.339
I 4.99685 2.69969 1.79233 0.781
V 0.23660 1.45464 0.83397 2.479
Rh -0.88478 -1.27412 1.59660 0.948
S 0.69862 -0.58601 -0.15305 0.580
C -2.29850 -1.95570 0.61830 0.019
C -1.78625 -1.59796 3.26193 0.037
C 0.34568 -0.31975 -1.95409 0.087
C 1.10046 0.95527 -2.33889 0.016
C -1.15507 -0.14229 -2.13375 0.095
C 0.86111 -1.54293 -2.71552 0.004
C -0.95424 1.63973 2.25142 0.064
C -0.86981 2.64135 -0.08942 0.061
O -2.57409 -1.97579 4.03535 0.009
O -3.20314 -2.33443 -0.01140 -0.001
O -1.79978 1.83199 3.04390 0.167
O -1.71101 3.27837 -0.63741 0.161
H 1.01193 1.07628 -3.43207 0.002
H 2.16623 0.87319 -2.05670 0.006
H 0.67324 1.85309 -1.84345 0.005
H -1.38003 -0.02503 -3.20129 0.028
H -1.51770 0.75439 -1.60238 0.004
H -1.69313 -1.02187 -1.76254 0.001
H 0.70099 -1.39833 -3.79548 0.001
H 0.31136 -2.44224 -2.39552 0.000
H 1.94000 -1.66921 -2.52966 0.002
O -0.34553 -0.53383 4.37399 0.062
C 0.74978 -0.41551 3.76993 0.005
O 0.85847 -0.47779 2.48026 0.035
H 1.71950 -0.26052 4.28651 0.002
```


Entry 2:
The following is a DFT calculation (the ωB97M-V functional and the def2-TZVPD basis) of a 4-piece molecular cluster, C16H44N4O4 overall at a distorted geometry.

Summary:
highest occupied orbital energy: -8.74 eV
total energy: -1155.8510 Ha
energy relative to the best compared isomer or geometry (same formula, charge and spin): 1.8911 eV
LUMO: 0.82 eV

Structure (XYZ):
```
68
Properties=species:S:1:pos:R:3:nbo_charge:R:1
C -1.28159 1.20637 3.57471 -0.620
C -1.30976 0.33681 4.82899 -0.097
C 0.17633 0.27202 5.28319 -0.070
O 0.64286 -0.97387 5.75566 -0.546
C 0.85351 -1.95032 4.72810 -0.263
N -2.19160 0.89725 5.83321 -0.834
H -0.74494 0.72456 2.74879 0.219
H -0.84725 2.19657 3.72218 0.203
H -2.22558 1.37128 3.04273 0.209
H -1.59814 -0.66671 4.51854 0.196
H 0.25093 0.95258 6.14154 0.176
H 0.94031 0.67978 4.60702 0.168
H -0.08174 -2.48075 4.55644 0.174
H 1.60219 -2.60861 5.17421 0.193
H 1.35413 -1.48797 3.87334 0.176
H -1.77512 1.49659 6.53936 0.357
H -2.52766 0.14615 6.43530 0.357
C -3.39889 -3.67713 -1.14918 -0.623
C -3.20850 -4.08213 -2.59110 -0.076
C -4.54063 -4.02312 -3.35625 -0.067
O -5.31498 -5.11949 -2.86654 -0.534
C -6.36754 -5.42483 -3.71475 -0.259
N -2.18221 -3.18699 -3.20555 -0.832
H -3.51051 -2.59401 -1.04867 0.212
H -2.56391 -3.87657 -0.47068 0.210
H -4.26957 -4.11445 -0.65316 0.217
H -2.86847 -5.11398 -2.70533 0.188
H -4.34176 -4.13029 -4.43088 0.164
H -5.15625 -3.12819 -3.20111 0.175
H -6.11645 -5.76725 -4.73366 0.161
H -7.13531 -4.65248 -3.85035 0.164
H -6.91078 -6.32249 -3.39408 0.193
H -1.36475 -3.72355 -3.46853 0.359
H -2.60216 -2.88911 -4.08278 0.348
C 5.14812 2.02728 -1.70923 -0.632
C 4.96940 3.35658 -2.41875 -0.071
C 4.71709 4.43743 -1.34749 -0.059
O 3.48859 4.16482 -0.68970 -0.573
C 2.89276 5.30245 -0.05286 -0.252
N 6.20319 3.78946 -3.07598 -0.835
H 6.09891 1.91476 -1.19641 0.216
H 4.98302 1.24158 -2.45990 0.204
H 4.30393 1.81931 -1.05210 0.229
H 4.07573 3.35968 -3.04483 0.183
H 4.61013 5.39010 -1.90210 0.153
H 5.50439 4.75350 -0.65230 0.178
H 3.59917 6.07293 0.24848 0.177
H 2.39470 4.91709 0.83658 0.189
H 2.12457 5.62005 -0.75834 0.180
H 6.75033 2.96230 -3.31391 0.356
H 6.04951 4.18654 -3.99885 0.360
C 1.92095 0.72587 0.32909 -0.636
C 1.14847 0.46820 -0.99083 -0.061
C -0.11458 -0.33759 -0.73746 -0.067
O -0.92845 0.31801 0.20422 -0.562
C -2.17355 -0.31437 0.41644 -0.251
N 0.83178 1.71105 -1.68048 -0.847
H 1.17179 1.07649 1.04029 0.219
H 2.64382 1.53123 0.19885 0.211
H 2.48831 -0.17157 0.58240 0.200
H 1.83624 -0.11780 -1.60513 0.184
H 0.14363 -1.36187 -0.44378 0.163
H -0.67710 -0.41480 -1.67615 0.185
H -2.05930 -1.34561 0.76074 0.174
H -2.75591 -0.08766 -0.48056 0.181
H -2.66745 0.17750 1.25629 0.188
H 0.22389 2.30576 -1.13216 0.360
H 1.66968 2.23564 -1.89476 0.361
```


What is the total energy in the second record? -1155.8510 Ha


Among the records above, which one has the highest total energy? C16H44N4O4


Copy entry 1 word for word.
The following is a DFT calculation (the ωB97M-V functional and the def2-TZVPD basis) of C9H10I2O6RhSV as an isolated structure at a distorted geometry.

Summary:
highest occupied orbital energy (spin up / spin down): -23.70 / -23.61 eV
2S+1: 7
charge: +4
total energy: -2846.5858 Ha
<S²>: 12.040
LUMO (spin up / spin down): -16.01 / -18.91 eV

Structure (XYZ):
```
30
Properties=species:S:1:pos:R:3:lowdin_spin:R:1
I 3.80226 0.91532 0.30812 0.339
I 4.99685 2.69969 1.79233 0.781
V 0.23660 1.45464 0.83397 2.479
Rh -0.88478 -1.27412 1.59660 0.948
S 0.69862 -0.58601 -0.15305 0.580
C -2.29850 -1.95570 0.61830 0.019
C -1.78625 -1.59796 3.26193 0.037
C 0.34568 -0.31975 -1.95409 0.087
C 1.10046 0.95527 -2.33889 0.016
C -1.15507 -0.14229 -2.13375 0.095
C 0.86111 -1.54293 -2.71552 0.004
C -0.95424 1.63973 2.25142 0.064
C -0.86981 2.64135 -0.08942 0.061
O -2.57409 -1.97579 4.03535 0.009
O -3.20314 -2.33443 -0.01140 -0.001
O -1.79978 1.83199 3.04390 0.167
O -1.71101 3.27837 -0.63741 0.161
H 1.01193 1.07628 -3.43207 0.002
H 2.16623 0.87319 -2.05670 0.006
H 0.67324 1.85309 -1.84345 0.005
H -1.38003 -0.02503 -3.20129 0.028
H -1.51770 0.75439 -1.60238 0.004
H -1.69313 -1.02187 -1.76254 0.001
H 0.70099 -1.39833 -3.79548 0.001
H 0.31136 -2.44224 -2.39552 0.000
H 1.94000 -1.66921 -2.52966 0.002
O -0.34553 -0.53383 4.37399 0.062
C 0.74978 -0.41551 3.76993 0.005
O 0.85847 -0.47779 2.48026 0.035
H 1.71950 -0.26052 4.28651 0.002
```


Among the records above, which one has the lowest total energy? C9H10I2O6RhSV